Entry from the Open Molecules 2025 dataset: a cluster of 3 separate species, C5H13NO2 in total at a distorted geometry (ωB97M-V/def2-TZVPD).

ORCA input file:
```
! wB97M-V def2-TZVPD RIJCOSX def2/J DEFGRID3
* xyz 0 1
N -1.799 1.647 2.575
C -0.516 1.824 1.957
C 2.546 -0.341 -1.356
C 1.826 -0.386 -0.242
C 1.321 0.720 0.591
C 0.061 0.765 1.016
H -2.576 1.414 1.988
H -1.737 1.001 3.347
H 0.226 2.173 2.663
H -0.634 2.672 1.253
H 2.703 -1.250 -1.931
H 2.902 0.509 -1.919
H 1.409 -1.349 0.040
H 2.084 1.400 0.967
H -0.697 0.257 0.418
H 0.854 -0.518 -4.404
H 2.072 0.476 -4.521
O 1.792 -0.422 -4.640
H -3.966 -2.177 0.694
H -3.994 -3.665 0.273
O -4.004 -3.057 1.039
*
```

Properties
Highest occupied orbital energy (eV): -8.8
Structure (SMILES): C=C/C=C/CN.O.O
ΔE to the lowest compared entry with this formula, charge and spin (kJ/mol): 293.62
Gap between HOMO and LUMO (eV): 9.38